Record 1
{
  "formula": "C15H20N2O3S",
  "method": "ωB97M-V/def2-TZVPD",
  "energy_ev": -35837.8383,
  "smiles": "O=C(Cc1cccs1)N1CCN(C(=O)[C@@H]2CCCO2)CC1",
  "lumo_ev": 0.73,
  "symbols": ["C", "H", "O", "H", "O", "H", "N", "C", "C", "H", "H", "C", "H", "C", "C", "C", "N", "H", "S", "O", "H", "C", "H", "H", "C", "H", "C", "H", "H", "H", "H", "C", "H", "H", "H", "C", "H", "H", "C", "C", "C"],
  "xyz": [[-1.212, 0.740, -0.309], [-1.075, 1.170, 0.690], [2.032, 2.595, -0.205], [-0.199, -2.349, 0.407], [-2.104, -2.730, -0.675], [-0.142, 0.717, -2.193], [1.203, 0.551, -0.615], [-4.838, 1.167, -0.507], [1.133, -0.887, -0.490], [-4.118, -1.698, -1.608], [3.834, -0.134, -1.359], [4.267, -0.931, 1.713], [-4.863, 1.663, -1.462], [4.873, -1.091, 0.310], [-0.076, -1.265, 0.373], [-5.286, 0.878, 1.732], [-1.285, -0.697, -0.187], [0.071, -0.877, 1.386], [-4.374, -0.532, 1.353], [3.073, -0.202, 1.531], [-5.641, 1.019, 2.734], [-0.006, 1.114, -1.181], [4.515, -2.009, -0.155], [4.952, -0.369, 2.363], [-4.212, -0.023, -0.297], [5.144, 0.841, -0.695], [4.348, 0.144, -0.440], [-3.224, -0.278, -2.166], [3.868, 1.639, 1.067], [4.010, -1.875, 2.193], [1.012, -1.317, -1.492], [2.128, 1.385, -0.096], [5.959, -1.124, 0.347], [0.116, 2.198, -1.224], [-2.124, 1.148, -0.738], [-3.480, -0.869, -1.283], [2.034, -1.279, -0.029], [-5.997, 2.612, 0.680], [3.368, 0.793, 0.568], [-5.455, 1.683, 0.655], [-2.228, -1.521, -0.698]],
  "forces_ev_per_angstrom": [[0.1, 0.3, -0.4], [-0.1, 0.0, -0.1], [0.2, 0.3, 0.1], [0.0, 0.1, 0.0], [-0.2, -0.4, -0.1], [0.0, 0.0, 0.0], [-0.3, -0.1, -0.2], [0.1, -0.3, -0.1], [0.0, -0.4, 0.2], [0.2, 0.1, 0.0], [0.0, 0.0, 0.0], [0.4, -0.2, 0.0], [0.0, 0.0, -0.2], [-0.1, 0.0, 0.2], [0.2, -0.4, -0.1], [0.1, -0.3, 0.1], [0.3, 0.0, 0.2], [0.0, 0.0, 0.0], [-0.2, 0.5, -0.4], [-0.3, 0.1, 0.0], [-0.1, 0.1, 0.2], [-0.2, 0.4, 0.1], [0.0, 0.0, 0.0], [-0.1, -0.1, 0.0], [-0.1, 0.0, 0.3], [0.0, 0.0, 0.0], [-0.1, 0.0, 0.1], [0.0, 0.0, 0.0], [-0.2, -0.1, -0.1], [0.1, 0.1, 0.0], [0.0, 0.0, 0.1], [0.3, 0.0, 0.2], [0.0, -0.1, 0.0], [0.0, -0.2, -0.1], [0.1, 0.0, 0.1], [0.0, -0.3, 0.0], [-0.1, 0.0, -0.1], [-0.1, 0.2, 0.1], [0.3, 0.4, -0.1], [-0.1, 0.0, 0.2], [-0.2, 0.2, -0.2]]
}


Record 2
{
  "formula": "C9H11N4",
  "method": "ωB97M-V/def2-TZVPD",
  "energy_ev": -15462.3759,
  "smiles": "CC1=[N+]2C=CNC3=NN4[C@@H]([C@@H]32)[C@@]14C",
  "lumo_ev": -4.52,
  "charge": 1,
  "symbols": ["H", "H", "C", "H", "C", "C", "H", "C", "N", "N", "H", "C", "H", "C", "H", "C", "H", "C", "C", "N", "H", "N", "H", "H"],
  "xyz": [[1.454, 1.919, 2.527], [1.036, -2.264, 1.834], [1.239, -1.787, 0.874], [-1.097, -1.323, -3.575], [0.298, -0.681, 0.650], [-1.369, 0.600, -0.395], [0.288, 0.894, 3.369], [0.336, 0.632, 1.257], [0.417, 1.893, 0.271], [-0.701, 0.564, -2.748], [1.166, -2.535, 0.087], [1.014, 0.923, 2.558], [2.260, -1.409, 0.916], [-0.916, -0.797, -2.653], [-0.803, -2.512, -1.387], [-0.538, 1.194, -1.557], [1.799, 0.202, 2.762], [-0.852, 1.398, 0.769], [-0.783, -1.441, -1.473], [-0.626, -0.672, -0.319], [-2.435, 0.452, -0.537], [0.504, 1.787, -1.064], [-0.237, 0.932, -3.568], [-1.453, 2.032, 1.401]],
  "forces_ev_per_angstrom": [[0.0, -0.1, 0.0], [0.0, 0.0, 0.0], [0.1, -0.2, -0.1], [0.0, -0.1, 0.0], [-0.7, 0.8, -1.2], [0.2, 0.6, -0.1], [0.0, -0.1, 0.1], [-0.3, -0.5, 0.6], [-0.2, 1.4, 1.1], [-0.1, 0.5, -0.8], [0.0, 0.0, 0.0], [0.0, 0.0, 0.0], [0.0, 0.1, 0.0], [0.3, -0.3, 0.3], [-0.1, -0.1, 0.0], [0.1, -0.6, 2.2], [0.1, 0.0, 0.1], [0.2, -0.3, -0.3], [-0.1, -0.6, -0.9], [0.4, 0.2, 1.0], [0.1, -0.1, 0.0], [0.2, -0.6, -2.1], [0.0, -0.1, 0.0], [-0.1, 0.0, 0.1]]
}


Record 3
{
  "formula": "C5H9NO3",
  "method": "ωB97M-V/def2-TZVPD",
  "energy_ev": -12961.9073,
  "smiles": "COC(=O)[C@@H](C)C(N)=O",
  "lumo_ev": 0.65,
  "symbols": ["C", "O", "H", "H", "H", "H", "H", "N", "H", "H", "O", "C", "C", "H", "O", "H", "C", "C"],
  "xyz": [[-0.872, -0.131, -0.109], [-0.893, 0.068, -1.302], [0.090, -0.630, 1.723], [2.522, -0.470, -0.961], [-0.137, -2.744, 0.469], [0.833, -2.119, -0.881], [-3.907, 0.347, 0.876], [2.242, 0.423, -0.574], [-3.111, 1.343, -0.393], [-3.430, -0.400, -0.687], [-1.922, 0.021, 0.681], [0.338, -0.645, 0.653], [1.485, 0.342, 0.517], [2.371, 1.655, -0.339], [1.388, 1.532, 0.962], [1.589, -2.421, 0.711], [-3.168, 0.350, 0.070], [0.682, -2.064, 0.205]],
  "forces_ev_per_angstrom": [[0.3, 0.4, -1.2], [0.0, -0.2, 0.6], [-0.1, -0.2, -0.3], [0.7, 0.6, -0.9], [0.2, 0.1, -0.1], [-0.1, 0.1, 0.3], [0.2, 0.0, -0.2], [0.4, 0.5, 1.1], [0.0, -0.3, 0.1], [0.1, 0.2, 0.1], [-0.1, -0.2, 0.7], [0.9, -0.4, 1.6], [-1.8, 4.2, -2.3], [0.4, -3.5, -0.9], [-0.6, -1.2, 1.8], [-0.2, 0.1, -0.1], [-0.3, 0.2, -0.3], [0.0, -0.3, 0.0]]
}


Record 4
{
  "formula": "C4H9N3O",
  "method": "ωB97M-V/def2-TZVPD",
  "energy_ev": -10805.2185,
  "lumo_ev": 0.60,
  "symbols": ["C", "N", "H", "H", "H", "H", "H", "N", "H", "H", "H", "H", "C", "C", "N", "O", "C"],
  "xyz": [[-0.717, -1.730, -0.569], [-1.303, -0.503, -0.440], [0.200, 1.135, -0.406], [-1.042, 2.040, 2.046], [-1.374, -2.588, -0.775], [3.205, 1.173, -1.317], [0.158, 0.268, 1.172], [2.051, -0.262, -1.139], [2.271, -1.562, 0.581], [-2.368, -0.829, 0.119], [-2.500, 0.772, 1.191], [-1.858, 2.727, 0.207], [-1.584, 1.555, 0.879], [1.755, -1.271, -0.514], [0.489, -2.057, -0.671], [3.135, 0.523, -0.650], [-0.518, 0.608, 0.286]],
  "forces_ev_per_angstrom": [[0.4, -0.2, -1.2], [-3.0, -0.4, 3.4], [-1.1, -0.8, 0.4], [-2.0, -1.5, -3.7], [-0.4, 0.6, 0.3], [0.1, 1.1, -1.2], [-1.3, -0.1, -1.6], [0.5, 2.6, -2.2], [-0.9, 0.6, -3.2], [4.1, 2.0, -2.0], [2.0, 3.0, -0.7], [0.5, -4.3, 2.0], [-0.1, 2.5, 2.7], [-2.4, -2.9, 5.8], [4.3, 0.1, -0.3], [-0.6, -2.4, 1.2], [-0.1, 0.0, 0.4]]
}


Record 5
{
  "formula": "C5H6Cl3N3O2",
  "method": "ωB97M-V/def2-TZVPD",
  "energy_ev": -51409.5503,
  "smiles": "[H]/N=C(\\Cl)NC(Cl)(Cl)/C=C\\C=[N+](/[O-])O",
  "lumo_ev": -0.63,
  "symbols": ["C", "C", "H", "H", "Cl", "H", "Cl", "Cl", "H", "C", "H", "C", "N", "C", "O", "N", "O", "H", "N"],
  "xyz": [[1.357, -0.682, 1.209], [1.865, -1.182, -0.089], [2.307, 2.762, -2.231], [-2.128, -0.307, 1.582], [1.419, 1.973, 0.318], [-0.002, -0.208, 2.738], [0.941, -2.576, -0.841], [3.631, -1.826, 0.435], [2.144, -0.493, 1.905], [-1.210, -0.469, 1.026], [2.427, -0.677, -1.872], [2.083, 1.067, -1.126], [2.097, -0.195, -1.054], [0.128, -0.498, 1.652], [-0.642, -0.181, -1.240], [2.347, 1.701, -2.155], [-2.843, -0.510, -0.576], [-3.031, -0.816, -1.504], [-1.411, -0.421, -0.282]],
  "forces_ev_per_angstrom": [[-0.3, -0.8, 0.3], [0.8, 0.2, 0.5], [-0.1, -2.3, 0.8], [0.3, -0.6, 0.1], [0.6, 0.1, -0.5], [0.5, -0.3, -1.3], [0.9, 0.8, 0.7], [-1.1, -0.1, -0.7], [0.3, 0.0, 0.3], [0.7, -0.1, -1.3], [0.2, 0.5, -0.7], [-1.5, 6.3, 0.8], [0.4, -6.7, 0.0], [-2.5, 0.7, 1.3], [-1.3, -0.8, 1.5], [0.9, 2.1, -1.8], [0.3, 0.0, 0.0], [1.3, 0.5, 1.0], [-0.3, 0.7, -1.1]]
}


Record 6
{
  "formula": "CH9N5O",
  "method": "ωB97M-V/def2-TZVPD",
  "energy_ev": -10674.7542,
  "lumo_ev": 0.58,
  "symbols": ["O", "H", "H", "N", "C", "H", "H", "N", "H", "N", "N", "H", "H", "H", "N", "H"],
  "xyz": [[1.350, -0.714, 1.857], [1.938, 0.546, -0.131], [-0.612, -2.017, 0.264], [-0.309, 0.738, -0.243], [-0.782, -1.095, -0.281], [-0.684, -1.224, -1.357], [-1.049, 1.034, -2.033], [-1.152, 1.402, -1.094], [-1.820, -0.896, 0.005], [-0.347, 1.271, 1.008], [2.316, -0.403, -0.060], [-2.137, 1.401, -0.806], [2.574, -0.837, -0.934], [0.314, 0.745, 1.610], [1.688, -1.242, 0.782], [-1.287, 1.293, 1.415]],
  "forces_ev_per_angstrom": [[0.4, -0.9, -2.0], [0.1, -0.1, 0.3], [1.4, 0.4, 0.5], [1.2, -2.9, -0.3], [-2.0, 2.5, -0.7], [-0.1, -0.2, 0.0], [-0.1, 0.1, 0.2], [-0.4, -0.1, 0.0], [-0.2, 0.1, -0.5], [-0.1, 0.4, 1.2], [-0.5, -0.3, 0.3], [0.1, -0.2, -0.1], [-0.3, -0.1, 0.0], [-0.7, 0.5, -0.5], [0.9, 1.0, 1.5], [0.1, -0.2, 0.0]]
}


Record 7
{
  "formula": "C31H50O3P2PrS",
  "method": "ωB97M-V/def2-TZVPD",
  "energy_ev": -82575.8145,
  "lumo_ev": [-3.59, -3.51],
  "multiplicity": 3,
  "s_squared": 2.00,
  "charge": 1,
  "symbols": ["C", "H", "C", "O", "C", "H", "H", "C", "H", "H", "H", "H", "H", "H", "H", "H", "P", "Pr", "C", "H", "H", "H", "C", "H", "H", "H", "H", "C", "H", "C", "H", "C", "C", "C", "H", "H", "H", "H", "C", "H", "H", "H", "H", "H", "H", "C", "C", "H", "C", "H", "H", "H", "H", "C", "H", "H", "S", "H", "C", "C", "C", "C", "C", "C", "H", "C", "H", "C", "H", "H", "C", "P", "H", "C", "O", "C", "H", "H", "H", "O", "H", "C", "C", "H", "H", "H", "C", "C"],
  "xyz": [[-2.190, 1.606, -1.666], [-4.066, 1.069, -2.456], [1.433, -2.380, 6.831], [2.000, 0.447, 3.576], [-3.506, 1.426, -1.567], [1.386, -1.978, 7.844], [-4.187, 2.693, 0.024], [1.645, 4.782, -4.211], [0.942, 6.203, -2.721], [0.337, -4.491, 8.428], [-4.345, -0.358, 0.441], [-5.178, 0.822, 1.431], [-2.444, 4.205, -2.100], [1.640, -3.810, 3.238], [-1.405, 1.619, 2.708], [0.974, 4.095, 0.257], [1.582, 2.897, -4.321], [1.623, -1.169, 0.000], [1.352, -3.767, 6.637], [-2.377, -2.351, 0.555], [-3.204, 0.034, 2.622], [3.708, 3.242, -5.499], [1.424, -4.245, 5.328], [0.985, -5.738, 7.358], [-1.988, -0.953, -0.451], [2.340, 3.741, -6.520], [-2.529, -2.451, -1.217], [-1.229, 1.724, -0.533], [-0.298, 5.635, -3.863], [-0.078, -1.790, -2.912], [3.516, -3.262, -2.092], [1.586, -3.396, 4.246], [0.305, -2.489, -1.655], [1.539, -1.515, 5.739], [-5.385, 1.628, -0.707], [0.030, -4.701, 2.098], [-0.905, 0.720, -0.197], [0.541, 5.740, -0.347], [-1.629, 4.876, -1.797], [-0.290, 2.186, -0.921], [-1.516, -4.266, 1.339], [3.385, -4.450, 0.384], [2.263, -3.372, -3.347], [-1.082, -2.116, -3.234], [1.539, -0.436, 5.892], [2.539, -3.693, -2.340], [0.039, 2.941, -5.353], [-0.866, 2.909, -4.741], [-0.500, -2.485, -0.473], [2.635, -4.788, -2.342], [2.127, -5.727, 0.314], [-1.798, 5.193, -0.760], [2.021, 4.906, -0.945], [-0.542, -3.872, 1.672], [-1.715, 1.587, -2.662], [2.708, 2.017, -6.308], [1.804, -0.875, 3.046], [0.639, -2.011, -3.711], [-1.919, -2.046, -0.393], [-4.259, 0.669, 0.834], [-2.109, 1.640, 1.842], [0.581, 5.326, -3.278], [-1.668, 2.535, 0.713], [1.420, -3.717, -0.019], [1.488, 5.197, -5.221], [-4.344, 1.675, -0.350], [-0.136, -0.690, -2.805], [0.169, -3.280, 0.516], [0.012, 3.838, -5.985], [-0.775, 3.054, 1.099], [2.339, -4.688, 0.629], [0.031, 4.055, -2.023], [2.078, -4.811, 8.389], [2.689, 2.986, -5.803], [0.550, -1.002, 2.187], [0.982, 4.769, -0.612], [-0.726, -3.122, 2.452], [0.054, 2.062, -6.005], [2.247, -4.654, 1.720], [2.897, -1.408, 2.137], [-1.696, 5.767, -2.441], [1.490, -3.257, -1.375], [-3.120, 0.763, 1.807], [2.649, 5.089, -3.885], [1.323, -5.326, 5.169], [-2.396, 3.325, 0.466], [1.637, -2.015, 4.429], [1.177, -4.741, 7.769]],
  "forces_ev_per_angstrom": [[0.1, -0.7, -0.5], [0.5, 0.7, 0.4], [-0.1, -0.1, -0.3], [0.1, -0.7, -0.4], [0.1, -0.2, -0.6], [0.0, 0.0, -0.3], [-0.1, -0.2, -0.1], [0.4, -0.1, 0.5], [-0.2, 0.0, -0.2], [0.2, 0.1, -0.2], [0.1, 0.2, 0.1], [0.3, -0.1, -0.2], [0.2, 0.1, 0.2], [0.0, 0.2, 0.5], [-0.7, -0.2, -0.7], [0.0, 0.3, -0.2], [0.2, 1.5, -1.6], [0.5, 1.6, 2.3], [0.0, 0.4, -0.2], [0.1, 0.1, -0.2], [0.0, 0.4, -0.1], [-0.1, -0.1, -0.1], [-0.1, -0.3, 0.0], [0.0, 0.2, 0.2], [-0.3, -0.2, 0.0], [0.1, -0.2, 0.2], [0.3, 0.1, 0.2], [0.9, 0.8, 0.3], [0.3, -0.2, 0.2], [0.0, 0.1, -0.4], [0.1, -0.2, -0.2], [0.0, 0.2, -0.6], [0.1, -1.1, 0.6], [0.1, 0.2, -0.2], [0.3, 0.2, 0.3], [-0.2, 0.1, 0.0], [-0.3, 0.0, 0.1], [0.3, -0.2, 0.1], [-0.4, 0.0, 0.2], [-0.7, -0.4, 0.2], [0.3, 0.1, 0.1], [-0.2, -0.3, 0.1], [0.2, -0.1, 0.0], [0.4, 0.1, 0.1], [0.1, -0.2, 0.0], [0.2, 0.3, -0.2], [-0.2, -0.5, 0.2], [0.0, 0.0, -0.1], [0.6, -1.5, -0.3], [0.0, 0.3, 0.0], [0.1, 0.5, 0.0], [0.0, -0.1, -0.2], [-0.2, 0.0, 0.2], [-0.1, 0.2, 0.8], [-0.3, -0.3, 0.4], [0.2, 0.0, 0.0], [-0.4, -0.5, 0.2], [-0.3, 0.1, 0.1], [-0.4, 0.7, 0.1], [-0.3, 0.2, -0.4], [0.1, -0.8, 0.5], [0.0, 0.0, 0.1], [0.5, 0.3, 0.4], [-1.5, 0.1, -0.5], [0.2, -0.3, 0.3], [-0.7, -0.5, 0.5], [0.0, -0.2, 0.0], [-0.2, -0.5, -1.6], [0.1, -0.2, 0.2], [-0.4, 0.0, -0.3], [0.6, -0.2, 0.2], [-0.4, 1.9, -0.8], [-0.1, 0.1, -0.1], [0.3, -0.6, -0.2], [1.1, 0.4, 0.0], [0.0, -0.2, 0.2], [0.0, -0.3, 0.0], [-0.2, 0.1, 0.1], [0.1, -0.1, -0.4], [-0.8, 0.6, 0.0], [0.1, -0.3, 0.4], [-1.1, -0.3, 0.0], [0.3, 0.2, 0.3], [-0.2, -0.1, -0.1], [0.1, 0.5, -0.1], [0.4, -0.4, 0.0], [0.0, 0.0, 0.5], [0.0, -0.3, 0.1]]
}


Record 8
{
  "formula": "C2H4O2S",
  "method": "ωB97M-V/def2-TZVPD",
  "energy_ev": -17064.1487,
  "lumo_ev": [-1.21, -1.61],
  "symbols": ["O", "H", "H", "H", "S", "H", "C", "C", "O"],
  "xyz": [[1.740, -0.835, 0.923], [-0.737, -1.741, -0.813], [-1.151, 0.100, 1.577], [-0.946, 1.690, 0.677], [0.920, -0.078, 0.026], [-0.660, -0.062, -1.703], [-0.295, -0.775, -0.979], [-0.401, 0.777, 1.087], [1.531, 0.923, -0.794]],
  "forces_ev_per_angstrom": [[-0.7, -0.8, -0.6], [-0.1, -0.1, 0.1], [1.2, 0.4, 0.0], [1.3, -1.0, 0.4], [-1.4, 2.3, 1.5], [0.0, -0.2, -0.1], [0.4, 0.2, 1.1], [-1.0, -1.2, -2.3], [0.2, 0.3, -0.1]]
}